Computed, not measured: a structure of composition H30MnO17P in a non-equilibrium geometry, with ωB97M-V/def2-TZVPD.

Calculated values
M   388.13 g/mol
Energy above the lowest of the compared OMol25 structures with the same formula, charge and spin   418.6 kJ/mol
Frontier orbital gap (alpha / beta)   4.54 / 4.51 eV
Total energy   -75875.043 eV
Lowest unoccupied orbital energy (alpha / beta)   -12.38 / -12.41 eV

```
! RIJCOSX wB97M-V def2-TZVPD def2/J DEFGRID3
* xyz 3 6
Mn 0.37054 2.35458 1.32410
P -0.01860 0.06515 -0.10372
O 2.21086 -2.12832 -2.24856
O -2.29565 -3.03998 -0.64504
O 0.63487 -0.18782 -1.46217
O 0.26393 1.42490 -3.29974
O 2.54487 -2.74386 0.45772
O -1.18116 -1.47872 2.79881
O 0.95067 -0.97461 4.43856
O -0.83358 1.42722 -0.13743
O -2.36681 3.01101 -1.18077
O -1.11392 1.90211 2.84737
O 0.96212 0.50773 1.02229
O -0.89098 -1.90487 -2.53935
O -1.01150 -1.06349 0.21566
O -3.31513 -0.25685 -0.16319
O 1.92485 3.17350 0.16596
O 2.86934 -0.18980 2.61493
O 3.01332 0.87528 -1.51792
H 2.15343 -0.13260 1.98212
H -2.43925 -3.70947 0.02383
H 0.65244 2.25879 -3.02535
H 0.05360 -1.03131 4.10950
H -1.27411 1.71048 3.77141
H 3.59915 0.26389 2.19330
H -0.26948 -1.41331 -1.99741
H 2.18703 0.52780 -1.18216
H -2.39278 -0.52145 -0.19268
H -1.88732 2.40780 -0.60821
H 2.06548 -2.02856 0.87576
H -1.95532 1.74251 2.41981
H 2.41505 -2.51243 -1.39591
H 1.59915 3.57901 -0.63760
H -1.46754 -1.33385 -3.05229
H -1.44074 -2.49482 -2.01846
H -1.89901 3.83928 -1.31015
H 2.87313 -3.27080 1.18629
H -1.69022 -2.42020 -0.23815
H -2.03722 -1.13869 3.05916
H -2.56365 2.54285 -1.99543
H 3.62335 0.13977 -1.46200
H -3.56000 0.19668 -0.97309
H 1.57759 -1.43715 -2.05495
H -0.66102 1.54444 -3.52726
H -3.53078 0.30839 0.58219
H 1.47669 -0.76561 3.66665
H 0.38809 0.78594 -2.59411
H 2.80848 2.87913 -0.05487
H -1.12248 -1.28952 1.86233
*
```

Atomic partial charges in e from the natural (NBO) method, atoms 1 to 6: number 1, Mn, carries 1.69; number 2, P, carries 2.60; number 3, O, carries -0.95; number 4, O, carries -0.99; number 5, O, carries -1.22; number 6, O, carries -0.73